# C7H11N2

An isolated ion of composition C7H11N2 and charge +1 (ωB97M-V/def2-TZVPD, the OMol25 dataset).

```
! wB97M-V def2-TZVPD RIJCOSX def2/J DEFGRID3
* xyz 1 1
C 2.88150 -0.51156 0.01227
C 1.80797 -1.31823 -0.40226
C 2.39410 0.74860 0.27685
C 0.69427 -0.51089 -0.37888
C -1.14985 0.93149 -0.62672
C -0.01510 1.67499 0.11086
C -0.76491 -0.55272 -0.59939
N 1.06833 0.73320 0.04454
N -1.43032 -1.25590 0.60104
H 3.90251 -0.82093 0.09978
H 1.85823 -2.34716 -0.69569
H 2.90839 1.62910 0.60398
H -2.12750 1.12664 -0.18931
H -1.18151 1.25821 -1.66539
H 0.24058 2.61596 -0.37908
H -0.27391 1.89892 1.15276
H -1.08774 -1.10469 -1.48232
H -1.15473 -0.77572 1.46700
H -1.09420 -2.22549 0.65355
H -2.45482 -1.25596 0.52314
*
```

SMILES   [NH3+][C@H]1CCn2cccc21
E_tot   -382.59797 a.u.
Energy relative to the best compared isomer or geometry (same formula, charge and spin)   0.698 eV

Atom charges from the natural (NBO) analysis, given in e for atoms 1 to 4:
1. C -0.271
2. C -0.246
3. C -0.025
4. C 0.010

# C22H20N6O3RuS

C22H20N6O3RuS as an isolated structure (ωB97M-V/def2-TZVPD, the OMol25 dataset).

```
! wB97M-V def2-TZVPD RIJCOSX def2/J DEFGRID3
* xyz 2 5
Ru -0.99955 1.27306 0.60302
C 2.66456 2.43790 2.63178
C 1.39292 2.35323 1.88561
N 0.77153 1.21468 1.60856
N 1.28027 0.05654 1.96904
C 0.43225 -0.98628 1.54594
O -0.61730 -0.71518 0.89472
C 0.83839 -2.31697 1.86829
C 0.05725 -3.39904 1.41067
C 0.42725 -4.68414 1.72375
C 1.57032 -4.90456 2.49650
C 2.35201 -3.84589 2.95051
C 1.99665 -2.55261 2.63672
C 0.67400 3.52741 1.39419
C 1.11227 4.81854 1.63452
C 0.34417 5.89476 1.19898
C -0.84061 5.64173 0.53718
C -1.22349 4.32353 0.31117
N -0.48975 3.29113 0.71477
H 3.03826 1.45411 2.89319
H 2.51326 3.01687 3.54647
H 3.41161 2.96240 2.03126
H -0.82208 -3.20664 0.81161
H -0.15686 -5.52410 1.37711
H 1.85385 -5.91937 2.74337
H 3.23314 -4.04172 3.54412
H 2.59548 -1.72203 2.98032
H 2.03749 4.98548 2.16671
H 0.67046 6.90814 1.38744
H -1.48170 6.44018 0.19180
H -2.14828 4.08872 -0.19925
O -1.51901 -4.88801 -2.09317
C -1.36390 -4.33260 -3.38647
N -1.46833 -2.90597 -3.22682
C -0.60096 -2.03161 -3.79046
O 0.27103 -2.32214 -4.57707
C -0.76100 -0.59219 -3.36323
C -0.50336 0.43038 -4.26781
C -0.57019 1.74230 -3.82929
C -0.83836 1.98842 -2.49690
N -1.05282 1.00788 -1.60674
C -1.02841 -0.26110 -2.04995
H -1.79947 -5.80573 -2.18824
H -2.14095 -4.70685 -4.05800
H -0.37910 -4.53960 -3.80734
H -2.26936 -2.56271 -2.72156
H -0.24842 0.18425 -5.29054
H -0.40026 2.56906 -4.50375
H -0.88218 3.00177 -2.11957
H -1.20744 -1.03038 -1.31078
S -3.25934 1.34570 1.05004
C -2.55492 1.41335 2.59171
N -1.91103 1.42586 3.55588
*
```

E_tot   -1897.08106 a.u.
Energy relative to the best compared isomer or geometry (same formula, charge and spin)   0.261 eV

Atom charges from the natural (NBO) analysis, given in e for atoms 1 to 4:
1. Ru 1.097
2. C -0.710
3. C 0.408
4. N -0.299

# H14O7

A 7-piece molecular cluster, H14O7 overall at a distorted geometry (ωB97M-V/def2-TZVPD, the OMol25 dataset).

```
! wB97M-V def2-TZVPD RIJCOSX def2/J DEFGRID3
* xyz 0 1
H -3.49426 1.50118 -0.46973
H -3.11138 0.16060 0.00248
H -2.16649 -1.56548 -0.47809
H -2.95526 -2.11198 0.79281
H -1.24787 2.00665 -0.31185
H -0.43824 2.87895 -1.44746
H 3.81777 0.67791 -0.94079
H 2.63715 0.74944 0.15739
H 2.66515 -2.48473 -1.03375
H 2.64791 -1.07823 -0.30940
H -0.17331 -0.53999 0.40217
H 0.42206 -1.89314 0.39543
H 0.95666 0.07609 1.08675
H 0.51854 1.63405 0.95416
O -2.76483 1.08321 -0.21458
O -3.08658 -1.68888 -0.03222
O -0.41237 2.51061 -0.51644
O 3.49922 0.31489 -0.07194
O 2.05053 -1.77562 -0.71200
O -0.47660 -1.48098 0.43854
O 1.18082 1.03535 1.25863
*
```

SMILES   O.O.O.O.O.O.O
E_tot   -535.05721 a.u.
Energy relative to the best compared isomer or geometry (same formula, charge and spin)   1.813 eV

Atom charges from the natural (NBO) analysis, given in e for atoms 1 to 4:
1. H 0.464
2. H 0.516
3. H 0.517
4. H 0.483

# C31H39N6OS7Sb2Tc

C31H39N6OS7Sb2Tc as an isolated structure (ωB97M-V/def2-TZVPD, the OMol25 dataset).

```
! wB97M-V def2-TZVPD RIJCOSX def2/J DEFGRID3
* xyz 4 1
Tc -0.07652 0.22945 1.52442
N 0.46269 4.37032 2.25954
C 1.76527 4.06881 2.58821
C 1.89469 2.72541 2.43079
N 0.68263 2.20686 2.01246
C -0.15048 3.23000 1.91794
C -1.48409 2.90247 1.45958
N -1.71537 1.61355 1.25880
C -2.99189 1.51980 0.72919
C -3.51918 2.76714 0.64163
N -2.54746 3.63036 1.10438
H 0.05892 5.29587 2.28826
H 2.47249 4.82191 2.89301
H 2.77255 2.12069 2.56886
H -3.43382 0.57746 0.45775
H -4.48446 3.11260 0.31222
H -2.64946 4.63310 1.17384
S 3.48623 -3.87460 0.16484
Sb 4.97887 -2.84399 -1.03042
S 2.02690 -0.55893 1.26796
S 1.89279 -1.17829 -0.73927
S 3.65665 -0.69022 -1.63229
N -3.05886 -2.07950 3.13326
C -2.07709 -2.52326 2.37688
N -1.62660 -3.74925 2.48842
S -1.49548 -1.52538 1.02532
H -3.47222 -2.64512 3.86276
H -3.48209 -1.18801 2.93802
H -1.97466 -4.39114 3.18897
H -0.82097 -4.03950 1.95745
C -1.72844 -0.75949 6.74079
C -0.95314 0.48259 6.31100
C -0.96321 0.75088 4.80375
S 0.11367 -0.28388 3.82346
O -0.20516 -1.71442 4.02268
C 1.74173 0.05894 4.55711
C 2.23006 -1.10823 5.41899
C 2.94105 -2.19019 4.61538
H -1.61534 -0.91105 7.81280
H -1.37762 -1.65983 6.23623
H -2.79574 -0.63640 6.54417
H 0.07145 0.44942 6.68693
H -1.40390 1.36788 6.76423
H -0.64450 1.77239 4.56564
H -1.95563 0.58809 4.37171
H 1.62407 0.98203 5.12725
H 2.42940 0.25512 3.73454
H 1.39485 -1.53901 5.97202
H 2.90778 -0.67754 6.15864
H 2.26640 -2.65592 3.89302
H 3.31076 -2.97013 5.27872
H 3.80138 -1.77958 4.07896
S 0.61201 0.36042 -1.35766
Sb 0.37741 -0.13099 -3.79589
C 1.81905 0.97296 -4.76696
C 1.79201 0.85714 -6.15790
C 2.69401 1.61387 -6.89473
C 3.59012 2.45305 -6.24472
C 3.59960 2.55062 -4.85744
C 2.70668 1.80792 -4.09770
C 0.38708 -2.16131 -4.10205
C -0.83202 -2.75726 -4.43504
C -0.83029 -4.09247 -4.81477
C 0.36361 -4.80153 -4.86173
C 1.57172 -4.19001 -4.53826
C 1.59728 -2.85683 -4.16232
C -1.50699 0.66983 -4.02523
C -1.67421 1.71409 -4.93363
C -2.95194 2.21921 -5.14045
C -4.02924 1.68740 -4.44471
C -3.84721 0.65476 -3.52745
C -2.58041 0.13655 -3.30671
H 1.10331 0.19484 -6.67265
H 2.69537 1.54308 -7.97436
H 4.28876 3.03975 -6.82666
H 4.30317 3.21024 -4.36672
H 2.70795 1.89091 -3.01948
H -1.76072 -2.20293 -4.42178
H -1.75984 -4.57217 -5.09132
H 0.35661 -5.83792 -5.17380
H 2.49465 -4.75109 -4.60510
H 2.53960 -2.36400 -3.95440
H -0.83636 2.12433 -5.48472
H -3.10457 3.02012 -5.85201
H -5.02426 2.07365 -4.62569
H -4.69913 0.24190 -3.00197
H -2.44264 -0.67846 -2.60474
*
```

E_tot   -4955.80030 a.u.
Energy relative to the best compared isomer or geometry (same formula, charge and spin)   0.000 eV

Atom charges from the Mulliken analysis, given in e for atoms 1 to 4:
1. Tc 0.411
2. N -0.068
3. C -0.939
4. C -0.653